Entry 1:
Computed, not measured: 2 unconnected molecules or ions with the total composition C6H10O, with ωB97M-V with the def2-TZVPD basis set.

Last column: Löwdin charge in e.
Atoms and positions in Å:
O -0.732 -0.400 0.688  -0.095
C 1.500 -1.042 1.713  0.012
C -1.516 0.555 -2.044  -0.113
C 0.030 -0.899 1.779  -0.304
C -0.753 1.292 -0.984  -0.151
C 1.050 -0.099 2.489  0.001
C -0.409 0.835 0.218  -0.195
H 0.742 -1.707 -0.925  0.035
H 1.258 0.722 3.161  0.105
H -2.356 1.161 -2.405  0.069
H -0.450 2.313 -1.202  0.094
H 0.678 -1.902 -1.639  0.058
H -0.600 -1.627 2.289  0.135
H -0.881 0.343 -2.914  0.069
H 0.145 1.464 0.912  0.110
H -1.911 -0.393 -1.672  0.068
H 2.345 -1.563 1.286  0.101

LUMO level in eV: 1.2
Charge: 0
Gap between HOMO and LUMO in eV: 9.469
HOMO level in eV: -8.31
Relative energy (zero: lowest compared OMol25 entry of this formula, charge and spin) in eV: 4.003

---

Entry 2:
Computed, not measured: a molecular structure, C6H10O, with ωB97M-V with the def2-TZVPD basis set.

Last column: Löwdin charge in e.
Atoms and positions in Å:
O -0.829 0.329 -1.091  -0.169
C 0.769 0.553 0.736  -0.240
C -0.351 1.071 1.598  -0.099
C 0.224 -0.246 1.955  -0.104
C -1.215 -0.509 -2.158  -0.106
C 0.512 0.128 -0.722  -0.455
C 0.871 -1.198 -0.259  0.152
H -1.035 -1.562 -1.908  0.077
H -0.377 -1.128 1.786  0.098
H -2.282 -0.347 -2.324  0.088
H 1.748 0.995 0.888  0.142
H -1.333 1.087 1.137  0.109
H -0.102 1.931 2.213  0.110
H -0.670 -0.262 -3.084  0.089
H 1.186 0.691 -1.386  0.155
H 0.914 -0.314 2.790  0.109
H 1.972 -1.216 -0.170  0.044

LUMO level in eV: 0.9
Charge: 0
Gap between HOMO and LUMO in eV: 9.325
HOMO level in eV: -8.40
Relative energy (zero: lowest compared OMol25 entry of this formula, charge and spin) in eV: 4.802

---

Entry 3:
Computed, not measured: 3 unconnected molecules or ions with the total composition C6H10O, with ωB97M-V with the def2-TZVPD basis set.

Last column: Löwdin charge in e.
Atoms and positions in Å:
O 1.344 -1.507 1.572  -0.012
C 1.065 -1.582 -0.817  -0.010
C 1.617 2.312 -1.153  0.001
C 1.448 -0.998 0.315  -0.308
C 0.506 2.020 -0.795  0.001
C -1.895 -0.339 0.526  -0.084
C -2.432 0.873 0.625  -0.102
H 0.918 -2.374 1.522  0.101
H -0.465 1.717 -0.459  -0.012
H 1.166 -1.046 -1.754  0.049
H -2.234 1.516 1.480  0.057
H 0.639 -2.584 -0.845  0.057
H -1.227 -0.732 1.288  0.044
H -3.076 1.279 -0.152  0.055
H 2.605 2.570 -1.464  0.019
H 1.879 -0.002 0.336  0.086
H -2.079 -0.976 -0.336  0.057

LUMO level in eV: 1.0
Charge: 0
Gap between HOMO and LUMO in eV: 10.001
HOMO level in eV: -9.05
Relative energy (zero: lowest compared OMol25 entry of this formula, charge and spin) in eV: 3.695

---

Entry 4:
Computed, not measured: 2 unconnected molecules or ions with the total composition C6H10O, with ωB97M-V with the def2-TZVPD basis set.

Last column: Löwdin charge in e.
Atoms and positions in Å:
O -0.730 -1.903 -0.577  -0.023
C -0.745 -0.958 0.485  -0.345
C -1.372 1.164 -0.321  -0.060
C 1.877 -0.416 0.132  -0.081
C 0.166 1.145 -0.410  -0.160
C -1.853 0.063 0.296  -0.036
C 0.486 -0.028 0.501  -0.417
H 2.480 -0.879 0.913  0.069
H -2.889 -0.126 0.603  0.112
H 1.911 -1.002 -0.803  0.085
H -1.049 -1.450 -1.369  0.095
H -0.825 -1.558 1.398  0.145
H 1.404 1.813 -0.075  0.185
H 0.503 0.407 1.509  0.147
H 0.511 1.157 -1.442  0.088
H -2.010 1.925 -0.763  0.094
H 2.306 0.781 -0.006  0.101

LUMO level in eV: 0.8
Charge: 0
Gap between HOMO and LUMO in eV: 10.139
HOMO level in eV: -9.35
Relative energy (zero: lowest compared OMol25 entry of this formula, charge and spin) in eV: 3.238

---

Entry 5:
Computed, not measured: 2 unconnected molecules or ions with the total composition C6H10O, with ωB97M-V with the def2-TZVPD basis set.

Last column: Löwdin charge in e.
Atoms and positions in Å:
O 0.046 0.037 2.450  0.017
C 0.667 -0.019 -1.196  -0.212
C 0.887 -0.994 -0.073  -0.209
C -0.425 -1.420 0.590  -0.193
C 1.265 1.172 -1.323  0.004
C -0.775 -0.542 1.775  -0.335
C -1.451 1.433 -0.051  0.212
H 1.401 -1.874 -0.481  0.116
H -0.975 2.280 0.489  -0.032
H -1.849 -0.524 2.045  0.112
H 1.156 1.769 -2.225  0.059
H 1.543 -0.557 0.688  0.109
H 0.035 -0.376 -2.012  0.110
H -1.869 1.916 -0.962  -0.047
H -1.259 -1.391 -0.117  0.100
H -0.358 -2.448 0.972  0.118
H 1.960 1.538 -0.569  0.071

LUMO level in eV: -0.7
Charge: 0
Gap between HOMO and LUMO in eV: 8.580
HOMO level in eV: -9.29
Relative energy (zero: lowest compared OMol25 entry of this formula, charge and spin) in eV: 5.079

---

Entry 6:
Computed, not measured: a single C6H10O molecule, with ωB97M-V with the def2-TZVPD basis set.

Last column: Löwdin charge in e.
Atoms and positions in Å:
O -0.708 -1.854 -1.326  -0.006
C 1.033 -0.260 -0.264  -0.054
C -0.307 -0.565 -0.923  -0.454
C -1.065 0.286 0.089  -0.053
C -0.598 -0.844 -2.326  -0.077
C 0.305 0.776 0.638  -0.339
C 0.522 0.640 2.137  -0.082
H -1.614 -0.333 0.807  0.122
H -0.143 1.308 2.698  0.077
H -1.541 -0.517 -2.765  0.114
H 1.415 -1.120 0.298  0.122
H 1.556 0.878 2.412  0.077
H -1.742 1.049 -0.310  0.114
H 1.828 0.121 -0.913  0.114
H 0.518 1.802 0.316  0.134
H 0.225 -0.978 -3.029  0.114
H 0.316 -0.388 2.461  0.080

LUMO level in eV: 1.0
Charge: 0
Gap between HOMO and LUMO in eV: 11.064
HOMO level in eV: -10.02
Relative energy (zero: lowest compared OMol25 entry of this formula, charge and spin) in eV: 1.370

---

Entry 7:
Computed, not measured: a single C6H10O molecule, with ωB97M-V with the def2-TZVPD basis set.

Last column: Löwdin charge in e.
Atoms and positions in Å:
O -2.063 0.908 0.009  -0.106
C -1.841 -0.510 -0.085  -0.169
C 0.113 0.992 -0.902  -0.196
C -1.052 1.702 -0.225  -0.030
C 1.905 0.116 0.651  -0.077
C -0.512 -0.874 0.589  -0.140
C 0.673 -0.258 -0.187  -0.369
H -0.462 -1.962 0.602  0.114
H -1.838 -0.762 -1.151  0.127
H -2.701 -0.973 0.400  0.126
H 0.877 1.753 -1.064  0.095
H 1.687 0.952 1.325  0.086
H 1.003 -0.985 -0.941  0.132
H -0.514 -0.535 1.637  0.129
H -0.277 0.718 -1.900  0.123
H 2.283 -0.719 1.252  0.077
H 2.721 0.437 -0.010  0.080

LUMO level in eV: 0.9
Charge: 0
Gap between HOMO and LUMO in eV: 8.796
HOMO level in eV: -7.91
Relative energy (zero: lowest compared OMol25 entry of this formula, charge and spin) in eV: 2.413

---

Entry 8:
Computed, not measured: a single C6H10O molecule, with ωB97M-V with the def2-TZVPD basis set.

Last column: Löwdin charge in e.
Atoms and positions in Å:
O 2.215 -0.191 0.694  -0.018
C 0.293 1.369 0.607  -0.006
C 2.211 0.213 -0.673  -0.082
C 0.970 0.121 0.094  -0.524
C -1.107 -0.582 -0.898  0.001
C -2.348 -0.500 -0.106  -0.172
C 0.040 -1.085 -0.086  -0.194
H -3.045 0.269 -0.452  0.071
H 2.469 -0.565 -1.390  0.117
H -0.510 1.660 -0.085  0.085
H 1.001 2.197 0.686  0.090
H -0.206 -1.474 0.919  0.119
H -2.817 -1.462 -0.392  0.106
H 2.652 1.192 -0.867  0.117
H -0.148 1.190 1.594  0.094
H 0.594 -1.851 -0.638  0.119
H -2.265 -0.499 0.993  0.076

LUMO level in eV: 0.1
Charge: 0
Gap between HOMO and LUMO in eV: 8.555
HOMO level in eV: -8.43
Relative energy (zero: lowest compared OMol25 entry of this formula, charge and spin) in eV: 4.269